Record 1
The following is a quantum chemistry calculation of a molecular structure, C3H4BeO3, from the Open Molecules 2025 dataset.

The HOMO energy comes out at -9.7 eV. The value obtained for the energy is -9718.756 eV. Its lowest unoccupied orbital energy is -2.03 eV. The spin multiplicity is 1. Its largest force on an atom is 4.60 eV/Å. Its HOMO-LUMO gap is 7.66 eV. Its energy above the lowest of the compared OMol25 structures with the same formula, charge and spin is 15.6 kcal per mole.

XYZ file:
```
11
Properties=species:S:1:pos:R:3:forces:R:3
O -0.963925 -0.386607 -0.028542 0.70 -0.52 0.24
C -1.890048 0.594446 -0.093803 -2.86 -1.44 -1.67
O -1.578872 1.758391 0.355694 4.16 1.22 1.55
O -2.969579 0.305189 -0.606722 1.62 0.52 0.89
C 0.359634 -0.167941 0.567566 -0.27 -0.62 0.31
H 0.392260 -0.822317 1.453519 -0.07 0.35 -0.21
C 1.408365 -0.615575 -0.426431 1.22 0.56 -0.56
H 0.967364 -1.043848 -1.343739 0.09 0.18 0.53
H 2.067736 -1.363035 0.039972 -0.09 0.25 -0.35
Be 0.170489 1.470367 0.806559 -4.16 0.59 -0.71
H 2.036575 0.270931 -0.724077 -0.32 -1.09 -0.03
```
Forces are in eV/Å.


Record 2
The following is a quantum chemistry calculation of 2 unconnected molecules or ions with the total composition C5H10OS, from the Open Molecules 2025 dataset.

The HOMO energy comes out at -7.9 eV. The value obtained for the energy is -18223.649 eV. Its lowest unoccupied orbital energy is 0.34 eV. The spin multiplicity is 1. Its largest force on an atom is 5.17 eV/Å. Its HOMO-LUMO gap is 8.28 eV. Its energy above the lowest of the compared OMol25 structures with the same formula, charge and spin is 144.1 kcal per mole.

XYZ file:
```
17
Properties=species:S:1:pos:R:3:forces:R:3
C 0.827165 -0.443026 1.503395 -0.31 0.72 0.48
C 0.244756 2.207856 -1.868063 1.33 -0.97 1.17
C -0.041048 -1.361413 1.182338 0.27 -0.36 -0.73
C -0.701491 -2.412454 0.765052 -0.86 1.11 0.92
C -1.645510 0.635162 -0.720856 2.96 -2.93 -2.05
O 0.071280 -0.496454 -2.240946 3.53 -3.31 -1.30
S 0.226260 0.731798 -1.097935 -2.68 1.47 -1.06
H 1.200200 0.330115 0.802920 0.06 -1.19 0.95
H 0.995779 -0.282402 2.554535 0.16 0.07 0.34
H -0.049203 2.032570 -2.869416 -0.91 0.57 -1.11
H 1.259997 2.544207 -1.772848 0.54 0.49 -0.28
H 0.972050 -1.166423 -2.467805 -3.68 3.31 1.46
H -0.185297 -3.315956 0.799547 1.03 -1.49 -0.47
H -1.777033 -2.540172 0.663726 0.13 0.58 -0.02
H -2.165845 1.324253 -1.285317 -0.69 1.56 -1.32
H -1.820455 -0.386992 -1.035549 -0.66 -0.08 0.13
H -1.814143 0.736936 0.276207 -0.21 0.44 2.89
```
Forces are in eV/Å.


Record 3
The following is a quantum chemistry calculation of a molecular structure, C19H45Li5N3O9, from the Open Molecules 2025 dataset.

As for the net charge: +3. The HOMO energy comes out at -13.8 eV. The value obtained for the energy is -44330.882 eV. Its lowest unoccupied orbital energy is -11.79 eV. The spin multiplicity is 1. Its largest force on an atom is 4.60 eV/Å. Its HOMO-LUMO gap is 1.98 eV.

XYZ file:
```
81
Properties=species:S:1:pos:R:3:forces:R:3
Li 13.011458 -14.181729 -23.859699 -1.39 -0.08 -0.15
Li 15.744493 -15.611086 -24.036803 -0.55 0.67 -0.20
Li 14.730676 -18.632965 -21.417984 -0.85 -0.14 -0.03
Li 14.593331 -18.087537 -24.575132 -1.58 0.02 -0.30
Li 12.833155 -16.684781 -20.594403 -1.02 0.25 -0.14
C 13.189533 -16.462635 -23.070568 2.58 3.03 2.31
O 13.027845 -15.456957 -22.320544 -1.27 0.07 0.31
O 13.374092 -17.592296 -22.537747 1.22 -3.25 0.44
O 13.615299 -16.189356 -24.244581 2.01 -1.03 -2.75
C 8.587596 -14.180683 -23.246973 2.05 -1.15 0.58
O 8.793845 -13.129922 -24.156414 0.03 -0.24 0.31
C 9.922106 -12.319158 -23.838288 -1.07 0.96 0.49
C 10.953748 -12.373898 -24.934033 -0.56 -1.11 -0.98
N 11.317723 -13.798286 -25.173599 0.88 -0.19 0.10
C 12.161017 -14.056364 -26.369048 0.22 0.56 0.12
C 11.460739 -13.808970 -27.718751 -0.77 0.68 0.02
O 10.090881 -14.154706 -27.688066 0.60 0.16 0.51
C 9.892179 -15.548054 -27.759868 -0.38 -0.29 -0.64
H 9.547229 -14.733612 -23.136474 -0.05 -0.30 -0.57
H 7.865279 -14.907472 -23.601436 -0.40 0.40 -0.04
H 8.501576 -13.960465 -22.173972 -1.08 0.90 -0.28
H 10.283013 -12.519722 -22.823984 0.27 -0.34 -0.11
H 9.504196 -11.310436 -23.787995 0.36 0.19 -0.03
H 11.854224 -11.792111 -24.733380 -0.12 0.21 0.05
H 10.445730 -12.036487 -25.843059 0.27 0.51 0.07
H 10.436164 -14.257584 -25.403985 -0.07 -0.03 0.43
H 12.589047 -15.049003 -26.216598 -0.04 -0.10 -0.42
H 12.961320 -13.302786 -26.385307 0.32 -0.27 0.22
H 11.943118 -14.227309 -28.605770 0.33 -0.32 0.28
H 11.504504 -12.725655 -27.847191 -0.29 -0.02 -0.23
H 9.987149 -15.885101 -28.799797 0.06 -0.06 0.12
H 8.870119 -15.747660 -27.437602 0.10 -0.01 0.03
H 10.597408 -16.120758 -27.146914 -0.03 0.09 0.08
C 10.331605 -17.466067 -24.633107 0.10 -1.37 -0.79
O 9.350977 -18.474599 -24.603063 -0.38 -0.07 0.89
C 8.357080 -18.399851 -25.617129 -0.02 1.56 -0.96
C 8.547098 -19.291081 -26.827920 -0.72 0.32 -0.31
N 8.421813 -20.687677 -26.454234 0.47 0.83 -0.90
C 8.801285 -21.667611 -27.484395 -0.34 -1.03 1.45
C 10.279048 -21.874712 -27.857496 -1.29 -0.46 0.19
O 10.653461 -20.878169 -28.749674 0.93 0.99 -0.09
C 11.900706 -21.147720 -29.408449 -1.05 0.37 0.53
H 10.918812 -17.616257 -23.725661 0.02 0.26 0.15
H 9.972401 -16.442183 -24.733957 -0.32 0.04 0.21
H 10.960684 -17.694645 -25.504198 0.40 0.40 -0.03
H 8.318182 -17.350892 -25.945685 0.19 -0.05 -0.26
H 7.339184 -18.508807 -25.238605 0.30 -0.73 0.61
H 9.377710 -19.060513 -27.510355 0.56 0.03 0.64
H 7.700532 -18.982503 -27.460076 -0.20 -0.38 0.04
H 8.920838 -20.842468 -25.587366 0.10 -0.24 -0.10
H 8.196844 -21.598115 -28.387149 -0.04 0.46 0.03
H 8.428541 -22.555115 -26.959820 0.40 -0.54 -0.64
H 10.364560 -22.851937 -28.360405 0.01 0.00 0.27
H 10.867437 -21.904384 -26.922175 0.25 0.14 -0.24
H 11.667056 -21.859959 -30.200259 0.65 -0.13 -0.05
H 12.627977 -21.499015 -28.671410 0.10 -0.35 -0.22
H 12.257946 -20.198571 -29.803384 -0.06 -0.10 -0.26
C 10.864423 -11.952766 -19.011985 0.21 1.14 -0.05
O 12.086878 -12.619816 -19.295632 -0.59 -0.69 -0.79
C 12.446164 -13.618602 -18.361148 -0.52 0.86 -0.14
C 11.557584 -14.867599 -18.408437 1.51 -0.95 0.95
N 11.543602 -15.418811 -19.767405 0.97 0.25 0.42
C 10.352279 -16.184823 -20.134739 -0.60 2.02 -1.02
C 10.314822 -17.628227 -19.766757 0.45 -1.16 1.57
O 11.460638 -18.308782 -20.265165 1.66 0.50 -1.70
C 11.572524 -19.716512 -20.026353 -0.87 0.95 2.25
H 9.947452 -12.541197 -18.930825 0.29 -0.52 0.01
H 10.721287 -11.248452 -19.831070 -0.04 -0.04 0.00
H 10.981513 -11.346042 -18.109476 -0.10 -0.16 0.13
H 12.423528 -13.117609 -17.386809 0.18 -0.65 0.25
H 13.471191 -13.862951 -18.653611 -0.02 -0.19 0.34
H 10.581249 -14.781995 -17.924880 -0.12 0.31 -0.38
H 12.126099 -15.599286 -17.818467 -0.37 0.14 0.46
H 11.657058 -14.587108 -20.346239 -0.48 -0.27 -0.38
H 10.285348 -15.989003 -21.212568 -0.40 -0.64 -0.05
H 9.526372 -15.625425 -19.679241 -0.48 -0.68 -0.12
H 9.431501 -18.179964 -20.096790 -0.21 0.48 -0.03
H 10.419954 -17.726059 -18.674104 -0.60 0.12 -0.02
H 12.491419 -20.103162 -20.453385 -0.23 -0.13 -0.58
H 10.639331 -20.244517 -20.217183 0.24 -0.16 -0.90
H 11.668034 -19.820722 -18.937497 0.26 -0.24 0.01
```
Forces are in eV/Å.


Record 4
The following is a quantum chemistry calculation of 3 unconnected molecules or ions with the total composition C13H19F3IN3O3P, from the Open Molecules 2025 dataset.

As for the net charge: +1. The HOMO energy comes out at -9.7 eV. The value obtained for the energy is -49937.390 eV. Its lowest unoccupied orbital energy is -3.63 eV. The spin multiplicity is 1. Its largest force on an atom is 0.41 eV/Å. Its HOMO-LUMO gap is 6.10 eV.

XYZ file:
```
43
Properties=species:S:1:pos:R:3:forces:R:3
O 1.186832 -0.615694 -0.648012 0.20 0.26 -0.25
P 2.788429 -0.702230 -0.258697 -0.14 -0.01 -0.10
I 2.836387 -1.985017 1.755856 -0.03 -0.13 0.12
C 2.879600 0.962535 0.585256 0.06 0.09 0.37
N 2.693301 2.086529 -0.432795 -0.28 0.01 0.16
C 2.359151 3.317636 0.416336 -0.27 -0.27 -0.01
C 3.422381 4.406422 0.366532 0.17 -0.21 0.15
O 3.054880 5.522171 -0.425346 0.05 0.11 -0.07
C 2.931261 5.301590 -1.752107 0.13 0.14 0.07
F 1.752713 4.723387 -2.045168 -0.23 -0.04 -0.12
F 3.870295 4.437448 -2.196889 0.15 -0.01 -0.15
F 3.028570 6.437553 -2.397879 -0.03 -0.19 0.08
C 2.148326 2.664987 1.797338 0.20 0.02 0.17
O 1.904277 1.291410 1.513856 0.07 0.00 -0.16
H 1.076637 -0.845529 -1.583207 -0.09 -0.20 0.12
H 3.883135 1.084509 1.022148 0.02 -0.01 -0.24
H 1.845542 1.852808 -0.956929 0.17 -0.07 -0.21
H 3.475190 2.191387 -1.082685 -0.03 0.18 0.04
H 1.404917 3.668569 0.028809 0.13 0.21 0.09
H 4.380767 4.000007 0.023878 -0.05 0.03 0.09
H 3.588383 4.798295 1.369603 -0.13 0.11 -0.09
H 3.048559 2.746506 2.420002 -0.04 0.08 -0.06
H 1.304029 3.093360 2.332666 -0.02 -0.12 -0.07
N -0.936952 -3.121766 -0.586301 0.04 0.04 -0.06
C -0.651018 -4.194409 0.215259 0.02 0.02 0.10
C -1.155943 -5.316295 -0.381673 -0.01 0.02 -0.06
C -1.770436 -4.907414 -1.598194 -0.03 0.00 0.04
C -1.623488 -3.550024 -1.697799 0.09 0.06 -0.04
H -0.696695 -2.170215 -0.375044 -0.03 0.00 0.03
H -0.130067 -4.060401 1.148036 -0.01 -0.04 0.01
H -1.098563 -6.318194 0.008426 0.00 0.00 0.00
H -2.268215 -5.539287 -2.314366 0.00 0.00 0.00
H -1.948888 -2.854805 -2.453622 -0.01 -0.02 -0.01
N -4.013548 -2.400016 0.297316 0.04 0.05 0.05
C -5.345261 -2.647799 0.123005 0.00 0.01 -0.02
C -6.044986 -1.772966 0.912149 0.01 0.01 0.00
C -5.094820 -0.964545 1.592592 0.00 0.00 -0.01
C -3.851262 -1.378299 1.192046 0.01 0.01 -0.02
H -3.261479 -2.888623 -0.157803 -0.10 -0.12 0.01
H -5.682761 -3.422250 -0.544323 0.00 0.00 0.01
H -7.117368 -1.719839 0.995991 0.00 0.00 0.00
H -5.302149 -0.176690 2.297458 0.00 0.00 0.00
H -2.869665 -1.034803 1.474279 0.00 -0.02 0.02
```
Forces are in eV/Å.


Record 5
The following is a quantum chemistry calculation of a gas-phase ion, C5H13N2 (charge +1), from the Open Molecules 2025 dataset.

As for the net charge: +1. The HOMO energy comes out at -12.3 eV. The value obtained for the energy is -8367.760 eV. Its lowest unoccupied orbital energy is -3.64 eV. The spin multiplicity is 1. Its largest force on an atom is 5.18 eV/Å. Its HOMO-LUMO gap is 8.62 eV. Its energy above the lowest of the compared OMol25 structures with the same formula, charge and spin is 70.3 kcal per mole.

XYZ file:
```
20
Properties=species:S:1:pos:R:3:forces:R:3
C 1.423354 -1.467903 0.659034 0.84 0.01 0.10
C 0.988638 -0.488078 -0.522704 1.57 0.00 0.09
C 0.261504 0.782742 0.131818 -0.38 0.41 -0.56
C -1.190174 0.562932 0.454386 -0.61 -0.68 0.32
C -1.836194 0.266057 1.579072 0.63 -0.24 0.79
N -2.020906 0.447203 -0.837650 1.25 1.25 -0.04
N 2.231858 0.077172 -1.172501 -3.70 -2.13 -2.94
H 2.158657 -0.900382 1.360159 -1.30 -0.93 -1.18
H 0.549127 -1.801305 1.260641 0.50 0.28 -0.30
H 1.973760 -2.424581 0.317040 -0.94 1.72 0.21
H 0.329580 -1.090919 -1.281079 1.28 1.36 1.15
H 0.314821 1.713949 -0.555002 0.27 -1.53 0.97
H 0.795364 0.998466 1.077993 -0.27 0.10 -0.59
H -2.878762 -0.035336 1.698676 0.12 0.31 -0.60
H -1.319911 0.208440 2.560658 -0.03 0.31 -0.99
H -2.832409 1.056625 -0.860079 -0.46 -0.03 0.49
H -1.427175 0.857230 -1.610509 -0.62 -1.38 0.59
H -2.314131 -0.527700 -0.913468 0.16 0.15 -0.76
H 2.384683 -0.112824 -2.199998 0.08 0.43 2.31
H 2.906964 0.453215 -0.593616 1.60 0.56 0.93
```
Forces are in eV/Å.